Record 1
This record from OMol25 describes 2 unconnected molecules or ions with the total composition C4H14N2O2. The level of theory is ωB97M-V with the def2-TZVPD basis set.

Charge: +2
ΔE to the lowest compared entry with this formula, charge and spin in eV: 0.8991

Bonds (Å) are listed after each position.
Cartesian coordinates (Å):
1 O 2.687 1.202 -0.450  C2 1.177
2 C 1.882 0.571 0.131  O1 1.177, C3 1.625, H8 1.094
3 C 0.462 0.223 -0.579  C2 1.625, C4 1.527, N7 1.484, H9 1.089
4 C -0.519 -0.185 0.518  C3 1.527, C5 1.546, H10 1.101, H11 1.124
5 C -0.135 -1.411 1.379  C4 1.546, N6 1.517, H12 1.093, H13 1.093
6 N -0.633 -1.296 2.807  C5 1.517, H14 1.027, H15 1.024, H16 1.022
7 N -0.094 1.315 -1.415  C3 1.484, H17 1.027, H18 1.019, H19 1.037
8 H 1.902 0.134 1.134  C2 1.094
9 H 0.541 -0.655 -1.219  C3 1.089
10 H -1.576 -0.247 0.218  C4 1.101
11 H -0.752 0.698 1.173  C4 1.124
12 H 0.912 -1.724 1.411  C5 1.093
13 H -0.581 -2.332 0.996  C5 1.093
14 H -0.350 -2.105 3.374  N6 1.027
15 H -1.653 -1.383 2.775  N6 1.024
16 H -0.316 -0.443 3.272  N6 1.022
17 H -0.941 1.770 -1.053  N7 1.027
18 H -0.200 1.059 -2.396  N7 1.019
19 H 0.520 2.151 -1.426  N7 1.037
20 H -2.299 -0.026 -3.309  O22 0.949
21 H -3.201 -0.400 -2.161  O22 0.947
22 O -2.330 -0.084 -2.361  H20 0.949, H21 0.947



Record 2
This record from OMol25 describes 2 unconnected molecules or ions with the total composition C4H14N2O2Si. The level of theory is ωB97M-V with the def2-TZVPD basis set.

Structure (SMILES): CN(C)[Si](=O)N(C)C.O
ΔE to the lowest compared entry with this formula, charge and spin in eV: 2.3923

Bonds (Å) are listed after each position.
Cartesian coordinates (Å):
1 C -1.220 -0.064 1.755  N5 1.466, H10 1.146, H11 1.035, H12 1.084
2 C -1.863 -2.213 0.660  N5 1.458, H13 1.124, H14 1.153, H15 1.144
3 C 1.733 0.786 -2.277  N6 1.498, H16 1.143, H17 1.071, H18 1.149
4 C 0.286 1.930 -0.437  N6 1.479, H19 1.101, H20 1.028, H21 1.132
5 N -1.006 -1.033 0.677  C1 1.466, C2 1.458, Si9 1.722
6 N 0.798 0.716 -1.109  C3 1.498, C4 1.479, Si9 1.780
7 O 1.658 -0.116 1.461  H22 1.048, H23 0.982
8 O -0.173 -1.936 -1.776  Si9 1.538
9 Si -0.082 -0.790 -0.756  N5 1.722, N6 1.780, O8 1.538
10 H -1.592 -0.489 2.751  C1 1.146
11 H -0.434 0.562 2.004  C1 1.035
12 H -1.995 0.606 1.400  C1 1.084
13 H -1.499 -3.041 1.327  C2 1.124
14 H -2.902 -1.861 1.011  C2 1.153
15 H -1.921 -2.708 -0.370  C2 1.144
16 H 1.567 1.698 -2.947  C3 1.143
17 H 2.764 0.841 -1.992  C3 1.071
18 H 1.636 -0.124 -2.971  C3 1.149
19 H -0.341 2.582 -1.064  C4 1.101
20 H -0.296 1.753 0.393  C4 1.028
21 H 1.007 2.700 -0.026  C4 1.132
22 H 1.259 0.473 0.692  O7 1.048
23 H 2.618 -0.273 1.592  O7 0.982



Record 3
This record from OMol25 describes 3 unconnected molecules or ions with the total composition C4H14N2O4. The level of theory is ωB97M-V with the def2-TZVPD basis set.

Structure (SMILES): O=CNCCNCO.O.O
ΔE to the lowest compared entry with this formula, charge and spin in eV: 2.6354

Bonds (Å) are listed after each position.
Cartesian coordinates (Å):
1 C -0.516 -0.910 1.406  N2 1.474, C5 1.529, H9 1.044, H10 1.061
2 N -0.407 -1.928 0.345  C1 1.474, C3 1.574, H11 1.102
3 C -1.598 -2.007 -0.681  N2 1.574, O4 1.368, H12 1.081, H13 1.149
4 O -1.545 -1.030 -1.637  C3 1.368, H14 0.987
5 C -1.051 0.518 1.284  C1 1.529, N6 1.492, H15 1.077, H16 1.104
6 N -0.334 1.038 0.083  C5 1.492, C7 1.399, H17 0.993
7 C 0.106 2.363 -0.011  N6 1.399, O8 1.246, H18 1.025
8 O 0.187 3.050 1.026  C7 1.246
9 H -1.271 -1.267 2.032  C1 1.044
10 H 0.434 -0.862 1.875  C1 1.061
11 H 0.540 -1.727 -0.181  N2 1.102
12 H -1.398 -2.921 -1.222  C3 1.081
13 H -2.539 -2.102 -0.028  C3 1.149
14 H -1.970 -0.169 -1.405  O4 0.987
15 H -0.730 1.003 2.190  C5 1.077
16 H -2.137 0.375 1.146  C5 1.104
17 H -0.293 0.432 -0.703  N6 0.993
18 H 0.308 2.630 -0.980  C7 1.025
19 H 2.288 -0.599 -1.736  O21 0.934
20 H 2.204 0.723 -2.494  O21 0.912
21 O 1.792 -0.073 -2.327  H19 0.934, H20 0.912
22 H 1.951 0.635 0.487  O24 1.037
23 H 3.260 1.509 1.184  O24 1.014
24 O 2.719 1.318 0.348  H22 1.037, H23 1.014



Record 4
This record from OMol25 describes 3 unconnected molecules or ions with the total composition C4H14N2O4. The level of theory is ωB97M-V with the def2-TZVPD basis set.

Structure (SMILES): NC(=O)NCCCO.O.O
ΔE to the lowest compared entry with this formula, charge and spin in eV: 0.6726

Bonds (Å) are listed after each position.
Cartesian coordinates (Å):
1 C 0.083 -1.900 0.040  C2 1.517, N5 1.458, H9 1.094, H10 1.109
2 C -1.256 -1.222 0.261  C1 1.517, C3 1.551, H11 1.102, H12 1.071
3 C -1.572 -0.896 1.744  C2 1.551, O4 1.415, H13 1.100, H14 1.097
4 O -0.620 -0.089 2.413  C3 1.415, H15 0.951
5 N 1.254 -1.220 0.582  C1 1.458, C6 1.366, H16 1.003
6 C 1.735 -0.040 0.092  N5 1.366, N7 1.387, O8 1.234
7 N 1.108 0.785 -0.831  C6 1.387, H17 1.005, H18 1.018
8 O 2.836 0.374 0.464  C6 1.234
9 H -0.022 -2.857 0.559  C1 1.094
10 H 0.275 -2.268 -0.988  C1 1.109
11 H -2.090 -1.878 -0.036  C2 1.102
12 H -1.436 -0.290 -0.234  C2 1.071
13 H -1.803 -1.751 2.396  C3 1.100
14 H -2.481 -0.299 1.886  C3 1.097
15 H 0.259 -0.199 2.066  O4 0.951
16 H 1.944 -1.843 0.956  N5 1.003
17 H 1.702 1.569 -1.039  N7 1.005
18 H 0.248 0.595 -1.340  N7 1.018
19 H -1.646 1.723 -3.122  O21 0.949
20 H -1.905 0.377 -2.215  O21 0.961
21 O -1.401 1.178 -2.385  H19 0.949, H20 0.961
22 H 2.253 3.062 -0.132  O24 0.974
23 H 0.818 3.426 -0.456  O24 0.959
24 O 1.719 3.663 -0.681  H22 0.974, H23 0.959



| no. | gap between HOMO and LUMO (eV) | LUMO level (eV) | strongest force on any atom (eV/A) |
| --- | --- | --- | --- |
| 1 | 10.92 | -7.02 | 2.7 |
| 2 | 9.49 | 0.53 | 4.0 |
| 3 | 9.77 | 0.50 | 5.9 |
| 4 | 10.00 | 0.27 | 2.8 |